Model one:
Computed, not measured: a molecular structure, C29H30N5O4PS2SeTi, with ωB97M-V with the def2-TZVPD basis set.

ORCA input file:
```
! RIJCOSX wB97M-V def2-TZVPD def2/J DEFGRID3
* xyz -1 2
H 11.99 16.31 15.98
O 10.76 11.72 12.92
H 16.53 14.76 7.41
P 8.20 15.86 11.06
C 10.71 7.98 10.60
H 16.67 17.22 15.91
C 14.64 16.69 15.56
H 8.92 18.06 10.36
H 15.14 14.03 5.50
N 8.92 13.19 9.50
S 8.47 11.52 11.43
C 11.43 15.53 14.07
C 8.36 16.50 12.79
C 6.38 15.46 11.16
H 5.82 16.30 11.59
H 9.95 7.23 10.82
H 15.51 14.97 9.66
H 12.09 6.54 8.00
C 13.36 13.84 6.67
H 6.95 13.46 8.79
N 10.86 12.50 10.51
C 10.55 14.04 7.09
H 6.21 14.57 11.76
O 10.90 14.85 11.89
C 16.41 16.24 14.00
H 17.47 16.27 13.76
N 13.69 14.94 11.21
H 7.91 17.32 9.14
H 7.59 17.26 13.00
H 10.07 9.32 12.16
S 11.59 11.75 11.74
C 7.57 12.95 9.51
Ti 11.02 14.54 10.18
C 13.57 14.36 9.02
H 10.52 13.20 6.40
H 6.14 11.75 10.64
N 12.93 14.55 10.22
H 5.99 15.26 10.15
H 15.83 15.33 12.15
H 8.24 15.67 13.49
C 12.78 13.97 7.92
H 9.35 16.94 12.91
C 11.81 15.20 12.77
C 15.96 16.76 15.23
H 10.77 6.02 8.91
O 12.91 12.30 11.84
C 10.76 9.15 11.35
C 14.71 14.11 6.49
C 12.32 16.01 14.99
C 12.60 9.91 10.01
C 12.56 8.74 9.28
C 7.14 12.08 10.45
C 13.18 15.24 12.41
H 7.14 18.04 10.60
H 13.27 8.59 8.47
C 8.01 17.49 10.21
C 13.70 16.13 14.67
H 10.87 14.95 6.59
C 14.14 15.68 13.40
Se 11.04 16.63 9.10
N 11.62 6.55 8.88
C 14.93 14.63 8.82
C 15.51 15.72 13.11
C 11.61 7.76 9.57
C 9.53 12.48 10.42
C 15.48 14.51 7.56
C 11.70 10.11 11.05
O 11.44 13.75 8.17
H 13.31 10.70 9.78
H 10.39 15.43 14.34
H 9.58 14.20 7.52
H 12.75 13.54 5.82
H 14.28 17.08 16.51
*
```

## Properties
**E_HOMO (alpha / beta)**: -3.00 / -3.75 eV
**Kohn-Sham gap (alpha / beta)**: 5.28 / 6.02 eV
**LUMO energy (alpha / beta)**: 2.28 / 2.27 eV
**⟨S²⟩**: 0.81

Here are the Löwdin charges for atoms 1 to 8, given in e: 0.104 -0.337 0.097 0.819 -0.034 0.089 -0.056 -0.018


Model two:
Computed, not measured: a molecular structure, C29H30N5O4PS2SeTi, with ωB97M-V with the def2-TZVPD basis set.

ORCA input file:
```
! RIJCOSX wB97M-V def2-TZVPD def2/J DEFGRID3
* xyz -1 2
C 1.52 -5.58 -0.48
S 0.21 -3.79 1.16
H 0.79 -6.36 -0.21
C 1.54 2.21 5.67
C -4.08 2.91 0.01
H 2.48 -2.39 0.16
H 0.49 2.85 0.54
C -2.70 1.10 -1.56
C -2.22 -3.60 0.24
H -5.25 3.24 -1.75
O -1.98 0.19 -2.29
H 1.73 2.46 6.71
C 2.19 1.20 3.59
O 1.27 -0.24 -0.23
O 0.27 -2.31 1.10
H -2.13 0.84 -4.28
H -3.35 -0.40 -3.75
N 4.62 -5.45 -2.34
H 2.06 2.86 -0.14
C -3.01 2.17 0.53
H 2.56 -6.97 -1.70
C -0.99 4.53 -1.70
C -4.41 -2.66 -0.61
Ti -0.28 -1.22 -0.52
N -1.16 -4.33 0.51
C 1.52 0.33 0.98
H -4.52 3.54 0.74
H 4.32 -3.05 -1.40
C 1.12 3.44 -0.16
H -3.40 -0.74 -0.68
H -2.76 2.31 1.61
N -1.28 0.44 0.23
H -0.57 2.54 5.99
C 1.70 4.44 -2.60
H -1.37 4.66 -2.64
H -5.48 -2.54 -1.01
H 4.55 -6.17 -3.05
C -3.76 1.75 -2.09
P 0.43 3.38 -1.79
C -2.34 -0.05 -3.67
C 0.19 2.24 5.29
C 2.49 1.64 4.86
C 2.53 -3.40 -0.22
H -1.09 1.83 3.64
C -2.29 1.25 -0.21
H -3.96 1.53 -3.13
S -3.88 -4.19 -0.01
Se 0.15 -2.26 -2.40
C 0.83 1.29 3.12
O 0.49 -4.33 2.45
H 3.52 1.56 5.14
C -0.10 1.79 4.04
C 3.55 -5.05 -1.61
H 5.38 -4.80 -2.55
C 2.55 -5.97 -1.31
C -4.41 2.76 -1.35
C -3.43 -1.81 -0.50
H 1.34 4.67 -3.64
H 3.54 -0.15 0.75
C 3.20 0.63 2.69
H -0.59 5.64 -1.38
H 2.66 3.94 -2.71
H 1.72 5.35 -2.03
H -1.66 -0.83 -4.03
H -1.75 4.35 -0.99
C 1.49 -4.29 0.08
N -0.83 0.84 1.52
C 2.82 0.25 1.44
C 3.52 -3.79 -1.11
H 1.26 4.53 0.16
C 0.44 0.82 1.83
N -2.22 -2.29 -0.05
H 4.19 0.67 3.09
*
```

## Properties
**E_HOMO (alpha / beta)**: -3.79 / -4.43 eV
**Kohn-Sham gap (alpha / beta)**: 6.39 / 6.32 eV
**LUMO energy (alpha / beta)**: 2.60 / 1.90 eV
**⟨S²⟩**: 0.80

Here are the Löwdin charges for atoms 1 to 8, given in e: -0.055 0.643 0.122 -0.101 -0.105 0.089 0.025 -0.295


Which one sits at the bottom of the stability order? model two does.


Model one:
Computed, not measured: a gas-phase ion, C8H13N2O (charge +1), with ωB97M-V with the def2-TZVPD basis set.

ORCA input file:
```
! RIJCOSX wB97M-V def2-TZVPD def2/J DEFGRID3
* xyz 1 1
O 5.07 1.27 -0.13
C -0.65 1.09 -1.02
H -1.66 0.57 2.00
H -1.16 2.54 0.68
H -0.39 2.10 -1.56
H 1.88 -0.84 1.59
C -0.63 0.48 1.42
H 0.55 2.01 0.49
C 0.38 0.07 -1.39
H 1.26 0.67 -1.62
H -1.51 -0.92 0.04
C 2.00 -0.79 0.43
H 0.09 -0.48 -2.37
C 0.49 -0.93 -0.25
N 3.12 -0.01 0.05
C 1.56 -1.99 -0.36
N 4.13 0.58 -0.02
C -0.64 -0.94 0.68
H -0.74 -1.77 1.47
H 1.23 -2.79 0.27
H 0.18 0.58 2.02
H 2.13 -2.12 -1.23
C -0.46 1.64 0.35
H -1.70 0.78 -1.19
*
```

## Properties
**Structure (SMILES)**: O=[N+]=N[C@@H]1CC12CCCCC2
**E_HOMO (alpha / beta)**: -13.76 / -13.76 eV
**Kohn-Sham gap (alpha / beta)**: 8.67 / 8.67 eV
**LUMO energy (alpha / beta)**: -5.09 / -5.09 eV

Here are the Löwdin charges for atoms 1 to 8, given in e: 0.262 -0.249 0.155 0.160 0.156 0.197 -0.140 0.095


Model two:
Computed, not measured: a gas-phase ion, C8H13N2O (charge +1), with ωB97M-V with the def2-TZVPD basis set.

ORCA input file:
```
! RIJCOSX wB97M-V def2-TZVPD def2/J DEFGRID3
* xyz 1 1
H 2.10 -1.03 -1.30
H -0.25 -0.02 1.94
H 0.09 -1.03 -1.80
H -0.22 1.51 -1.43
H -4.07 -0.81 0.14
O -1.66 1.14 -0.02
H 3.00 -1.11 0.22
N -3.54 -0.07 0.42
C 0.63 0.11 1.44
H 0.91 2.33 0.70
N -1.51 -1.08 -0.36
H 0.75 -2.06 0.92
C 0.80 1.24 0.37
H -3.96 0.82 0.26
H 3.04 1.42 -0.22
C -0.22 -0.72 -0.68
H -1.70 -1.98 -0.52
C 2.09 0.90 -0.33
H 1.89 1.10 -1.42
C -2.28 -0.05 0.01
C -0.35 0.98 -0.54
C 0.83 -1.01 0.41
C 2.16 -0.68 -0.29
H 1.46 0.10 2.08
*
```

## Properties
**Structure (SMILES)**: [NH2+]=C1N[C@@H]2[C@H]3CC[C@H](C3)[C@@H]2O1
**E_HOMO**: -14.47 eV
**Kohn-Sham gap**: 11.46 eV
**LUMO energy**: -3.01 eV

Here are the Löwdin charges for atoms 1 to 8, given in e: 0.095 0.094 0.207 0.143 0.109 0.128 0.109 0.286


Model three:
Computed, not measured: 2 unconnected molecules or ions with the total composition C8H13N2O, with ωB97M-V with the def2-TZVPD basis set.

ORCA input file:
```
! RIJCOSX wB97M-V def2-TZVPD def2/J DEFGRID3
* xyz 1 1
C -0.40 0.57 1.64
C -0.01 0.60 -1.07
C 1.99 0.17 2.45
H 2.71 0.91 1.95
C -0.72 -0.37 -3.10
H -2.11 -1.88 -1.77
O -1.57 1.07 2.02
H -2.43 1.24 3.93
H 2.03 -0.85 1.88
C -0.16 0.75 3.72
N -0.74 -0.29 -1.62
C -1.46 1.03 3.38
H -1.60 -0.81 -3.33
H -0.88 0.65 -3.62
H 1.21 2.02 -0.87
N 0.66 1.60 -1.59
C 0.59 0.46 2.56
H 0.18 -1.01 -3.53
H 2.49 0.05 3.42
H 1.09 1.45 -2.46
H -1.99 -0.95 -0.20
C -1.38 -1.45 -0.99
H -0.68 -2.18 -0.75
H 0.10 0.74 4.79
*
```

## Properties
**E_HOMO (alpha / beta)**: -12.38 / -12.23 eV
**Kohn-Sham gap (alpha / beta)**: 7.05 / 7.48 eV
**LUMO energy (alpha / beta)**: -5.34 / -4.75 eV

Here are the Löwdin charges for atoms 1 to 8, given in e: 0.022 -0.081 -0.057 0.107 -0.017 0.124 0.024 0.166


Which one sits at the bottom of the stability order? model one does.


Model one:
Computed, not measured: 4 unconnected molecules or ions with the total composition C4H16N8O4, with ωB97M-V with the def2-TZVPD basis set.

ORCA input file:
```
! RIJCOSX wB97M-V def2-TZVPD def2/J DEFGRID3
* xyz 1 2
N 2.13 -2.09 -0.80
N -0.11 4.08 0.48
H 1.66 5.22 1.11
N 1.97 4.52 0.45
H -4.98 -0.54 0.51
N -0.88 0.69 1.41
H -0.95 3.54 0.30
H -3.02 -3.24 -1.41
H -0.34 1.24 2.07
N 3.59 -3.55 -1.00
O 1.26 3.12 -1.03
N -4.05 -0.74 0.16
H -3.25 -0.12 0.14
N -3.05 -2.31 -1.01
H 1.86 -0.16 0.34
H -0.25 4.88 1.09
O 1.62 -4.23 -0.20
H -2.15 -1.92 -0.78
C 1.03 3.95 -0.15
C 2.36 -3.35 -0.68
H 1.29 1.27 1.09
H -1.87 0.52 1.54
H 2.83 4.64 -0.06
H 4.23 -2.77 -1.03
H 3.91 -4.42 -1.40
O -0.64 -0.90 -0.08
C -4.06 -1.94 -0.29
O -5.06 -2.65 -0.24
H 1.30 -1.59 -0.53
H 2.71 -1.51 -1.40
N 1.10 0.34 0.76
C -0.18 0.01 0.65
*
```

## Properties
**E_HOMO (alpha / beta)**: -11.53 / -11.53 eV
**Kohn-Sham gap (alpha / beta)**: 8.67 / 2.75 eV
**LUMO energy (alpha / beta)**: -2.86 / -8.78 eV
**⟨S²⟩**: 0.76

Here are the Löwdin charges for atoms 1 to 8, given in e: 0.157 0.156 0.120 0.176 0.155 0.195 0.109 0.169


Model two:
Computed, not measured: 4 unconnected molecules or ions with the total composition C4H16N8O4, with ωB97M-V with the def2-TZVPD basis set.

ORCA input file:
```
! RIJCOSX wB97M-V def2-TZVPD def2/J DEFGRID3
* xyz 1 2
N -18.26 -7.15 -10.76
H -16.71 -0.71 -9.26
N -18.84 0.48 -9.05
H -17.22 -5.30 -9.07
H -19.68 0.98 -8.83
H -17.78 -6.34 -11.13
H -20.14 -5.24 -9.62
H -19.00 -0.36 -9.59
H -18.56 -9.06 -9.91
C -17.67 1.07 -9.19
H -19.48 -2.76 -8.30
N -18.50 -2.52 -8.25
O -18.50 -8.15 -12.84
H -21.06 -6.78 -9.29
C -18.42 -8.21 -11.61
H -15.83 0.82 -9.11
C -21.41 -5.25 -8.16
O -17.56 2.26 -9.39
H -18.24 -7.34 -9.77
N -16.70 0.29 -9.18
H -18.74 -4.85 -8.44
H -18.26 -1.61 -7.90
N -17.88 -4.57 -8.88
N -22.00 -6.10 -7.38
N -20.79 -5.83 -9.11
H -22.63 -5.63 -6.74
O -16.60 -2.83 -9.45
C -17.58 -3.26 -8.90
N -18.62 -9.22 -10.90
O -21.26 -4.06 -7.98
H -18.91 -10.08 -11.35
H -22.00 -7.09 -7.57
*
```

## Properties
**E_HOMO (alpha / beta)**: -12.01 / -12.01 eV
**Kohn-Sham gap (alpha / beta)**: 8.99 / 3.02 eV
**LUMO energy (alpha / beta)**: -3.02 / -8.99 eV
**⟨S²⟩**: 0.76

Here are the Löwdin charges for atoms 1 to 8, given in e: 0.123 0.110 0.284 0.112 0.160 0.102 0.102 0.144


Which one sits at the bottom of the stability order? model one does.